Entry 1:
Molecular formula: C22H68N14O12
Method: DFT, ωB97M-V/def2-TZVPD

```
116
C22H68N14O12 | the Open Molecules 2025 dataset | ωB97M-V/def2-TZVPD
N -3.335 2.190 -0.084
C -4.160 2.936 0.631
N -5.486 3.125 0.168
O -3.789 3.384 1.704
H -2.364 2.392 0.003
H -3.588 2.035 -1.055
H -6.108 3.455 0.861
H -5.865 2.517 -0.485
N -0.149 3.059 -1.261
C -1.127 3.595 -2.042
N -1.517 4.900 -1.634
O -1.561 3.070 -3.058
H 0.088 3.651 -0.471
H 0.023 2.078 -1.294
H -0.901 5.323 -1.015
H -1.928 5.487 -2.318
N 0.327 -1.083 -0.309
C -0.743 -0.297 -0.389
N -1.665 -0.613 -1.376
O -0.883 0.687 0.363
H 1.010 -0.921 0.386
H 0.424 -1.888 -0.887
H -2.541 -0.129 -1.090
H -1.742 -1.625 -1.673
N 0.131 1.089 -4.587
C 0.653 -0.159 -4.875
N 1.808 -0.209 -5.671
O 0.017 -1.168 -4.564
H -0.683 1.291 -4.032
H 0.591 1.858 -5.105
H 2.549 0.495 -5.516
H 2.078 -1.170 -5.798
N -1.453 5.393 2.350
C -0.772 4.385 1.692
N -1.190 3.227 2.024
O 0.148 4.681 0.914
H -2.144 5.214 3.005
H -0.988 6.275 2.243
H -0.756 2.398 1.737
H -2.208 3.120 2.271
N -3.854 1.359 -3.807
C -4.771 0.658 -3.110
N -5.382 -0.251 -3.846
O -4.926 0.817 -1.932
H -3.806 1.243 -4.797
H -3.199 1.920 -3.294
H -5.514 -0.104 -4.832
H -6.225 -0.491 -3.265
N 3.793 -0.373 -0.948
C 3.191 0.497 -1.843
N 2.597 1.542 -1.230
O 3.127 0.289 -3.056
H 4.452 -1.002 -1.361
H 3.773 -0.193 0.019
H 2.658 1.809 -0.266
H 2.017 2.073 -1.900
C -1.002 -4.738 -4.373
C -0.308 -4.217 -3.111
C 1.236 -4.342 -3.200
O -0.753 -2.904 -2.798
H -0.847 -5.776 -4.604
H -0.738 -4.149 -5.255
H -2.118 -4.542 -4.263
H -0.624 -4.782 -2.263
H 1.669 -3.704 -4.051
H 1.508 -5.403 -3.279
H 1.723 -3.892 -2.336
H -0.371 -2.220 -3.391
C 1.804 -2.144 4.945
C 0.974 -1.332 3.911
C 0.299 -0.158 4.649
O 1.824 -0.777 2.947
H 1.081 -2.593 5.644
H 2.447 -1.490 5.489
H 2.359 -2.957 4.458
H 0.286 -2.029 3.431
H -0.173 0.507 3.955
H 1.110 0.436 5.072
H -0.435 -0.383 5.402
H 2.487 -1.455 2.711
C 3.708 2.562 3.417
C 2.842 2.931 2.226
C 3.762 3.723 1.319
O 2.374 1.746 1.512
H 3.443 1.624 3.967
H 3.693 3.336 4.159
H 4.704 2.434 3.111
H 1.969 3.514 2.559
H 4.326 2.957 0.773
H 4.572 4.306 1.814
H 3.307 4.397 0.627
H 2.007 1.063 2.124
C -2.952 -2.185 1.393
C -3.239 -1.020 2.326
C -4.723 -0.737 2.441
O -2.516 -1.307 3.584
H -3.434 -3.077 1.745
H -1.855 -2.330 1.406
H -3.223 -1.976 0.341
H -2.723 -0.110 1.880
H -5.174 -0.435 1.508
H -4.946 0.028 3.149
H -5.164 -1.689 2.775
H -3.202 -1.457 4.237
C 2.964 -3.876 0.833
C 4.140 -4.061 1.757
C 5.418 -4.279 0.968
O 4.112 -2.847 2.529
H 2.016 -3.799 1.363
H 2.805 -4.651 0.108
H 3.164 -2.963 0.332
H 4.032 -4.903 2.464
H 5.263 -5.165 0.323
H 6.218 -4.416 1.738
H 5.759 -3.465 0.296
H 4.983 -2.669 2.912
```

relative energy (zero: lowest compared OMol25 entry of this formula, charge and spin) = 1.2 kcal/mol
molecular weight = 720.87 g mol⁻¹
charge = 0
SMILES string = NC(N)=O.NC(N)=O.NC(N)=O.NC(N)=O.NC(N)=O.NC(N)=O.NC(N)=O.CC(C)O.CC(C)O.CC(C)O.CC(C)O.CC(C)O
HOMO = -9.31 eV

***

Entry 2:
Molecular formula: C25H28B2Br2F4N6O6Pr
Method: DFT, ωB97M-V/def2-TZVPD

```
74
C25H28B2Br2F4N6O6Pr | the Open Molecules 2025 dataset | ωB97M-V/def2-TZVPD
Pr -11.157 -13.090 2.475
C -14.383 -14.395 5.951
C -13.220 -14.037 5.090
N -13.183 -13.704 3.849
O -14.396 -13.619 3.196
B -14.272 -13.757 1.752
F -15.398 -13.440 1.118
F -13.142 -12.900 1.264
O -13.830 -15.173 1.355
N -12.590 -15.476 1.787
C -12.351 -16.738 1.846
C -13.151 -17.855 1.312
C -11.133 -17.027 2.662
N -10.080 -16.337 2.623
O -9.022 -16.385 3.401
B -9.029 -15.837 4.952
F -9.664 -16.717 5.742
F -7.677 -15.729 5.133
O -9.577 -14.488 4.972
N -10.944 -14.582 4.600
C -11.766 -14.229 5.525
C -11.262 -13.967 6.955
C -11.280 -18.143 3.618
H -15.273 -14.643 5.333
H -14.148 -15.157 6.626
H -14.611 -13.528 6.592
H -13.639 -17.360 0.438
H -12.610 -18.693 0.981
H -13.934 -18.126 2.035
H -11.063 -14.925 7.421
H -10.338 -13.347 7.039
H -11.986 -13.466 7.532
H -10.717 -18.937 3.120
H -10.942 -17.998 4.652
H -12.295 -18.531 3.648
O -10.820 -11.593 3.941
C -11.135 -10.384 4.364
C -11.161 -10.113 5.728
C -11.603 -8.886 6.175
C -11.874 -7.860 5.305
C -11.758 -8.094 3.928
C -11.464 -9.373 3.416
C -11.409 -9.597 1.943
N -11.506 -10.738 1.335
C -11.498 -10.727 -0.120
C -10.390 -11.604 -0.703
N -10.280 -12.936 -0.095
C -10.157 -13.886 -0.935
C -9.614 -15.188 -0.790
C -9.043 -15.711 -1.985
C -8.436 -16.946 -2.019
C -8.312 -17.715 -0.868
C -8.837 -17.215 0.365
C -9.364 -15.956 0.401
O -9.940 -15.385 1.566
H -11.004 -10.869 6.437
H -11.670 -8.652 7.259
H -12.083 -6.823 5.563
H -11.834 -7.157 3.342
H -11.331 -8.737 1.323
H -11.487 -9.673 -0.446
H -12.443 -11.151 -0.392
H -9.382 -11.167 -0.581
H -10.694 -11.715 -1.772
H -10.354 -13.642 -1.950
H -9.246 -15.249 -2.923
H -8.094 -17.224 -2.985
H -7.781 -18.633 -0.801
H -8.612 -17.776 1.242
Br -5.469 -15.258 1.778
C -6.479 -14.053 2.865
Br -7.750 -13.111 1.742
H -5.803 -13.266 3.244
H -7.023 -14.617 3.675
```

relative energy (zero: lowest compared OMol25 entry of this formula, charge and spin) = 0.0 kcal/mol
⟨S²⟩ = 2.0017
2S+1 = 3
molecular weight = 906.87 g mol⁻¹
charge = +1
HOMO (spin up / spin down) = -10.59 / -10.62 eV

***

Entry 3:
Molecular formula: C3H11NP
Method: DFT, ωB97M-V/def2-TZVPD

```
16
C3H11NP | the Open Molecules 2025 dataset | ωB97M-V/def2-TZVPD
C 0.063 -1.725 1.684
P -0.489 -0.028 1.363
C 0.096 -0.108 -0.460
C 0.049 1.208 -1.278
N 1.793 -0.426 -0.401
H -0.551 -2.574 1.276
H -0.029 -1.801 2.711
H 1.052 -1.925 1.389
H -1.739 -0.305 0.984
H -0.284 -0.961 -0.987
H -0.617 0.946 -2.155
H 1.006 1.579 -1.572
H -0.315 2.053 -0.652
H 2.297 0.319 -0.831
H 1.863 -1.280 -0.955
H 2.137 -0.625 0.542
```

relative energy (zero: lowest compared OMol25 entry of this formula, charge and spin) = 69.4 kcal/mol
molecular weight = 92.10 g mol⁻¹
charge = +1
SMILES string = CP[C@@H](C)[NH3+]
HOMO = -14.00 eV

***

Entry 4:
Molecular formula: C4H6N3
Method: DFT, ωB97M-V/def2-TZVPD

```
13
C4H6N3 | the Open Molecules 2025 dataset | ωB97M-V/def2-TZVPD
C 3.093 0.514 1.840
C 1.824 0.852 1.456
N 1.078 -0.081 0.843
N 0.133 0.124 0.096
C -0.787 -0.177 -0.638
C -1.857 0.087 -1.323
N -2.857 -0.838 -1.802
H 3.983 1.128 2.147
H 3.249 -0.495 1.533
H 1.683 1.990 1.376
H -3.227 -0.722 -2.815
H -3.639 -0.531 -1.187
H -2.676 -1.852 -1.527
```

relative energy (zero: lowest compared OMol25 entry of this formula, charge and spin) = 148.8 kcal/mol
molecular weight = 96.11 g mol⁻¹
charge = +1
SMILES string = C=C/N=N/C#C[NH3+]
HOMO = -12.77 eV

***

Entry 5:
Molecular formula: C4H6N2O
Method: DFT, ωB97M-V/def2-TZVPD

```
13
C4H6N2O | the Open Molecules 2025 dataset | ωB97M-V/def2-TZVPD
C -0.536 0.737 1.032
C 0.807 1.011 0.791
C 1.121 -0.090 -0.703
C -0.020 -1.228 -0.465
O -1.563 1.264 0.336
N 1.917 0.370 0.216
N -0.971 -1.286 -1.319
H -1.255 1.432 -0.573
H -1.492 -2.165 -1.240
H -0.858 0.302 1.974
H 1.206 1.774 1.466
H 1.400 -0.094 -1.759
H 0.243 -2.028 0.244
```

relative energy (zero: lowest compared OMol25 entry of this formula, charge and spin) = 191.7 kcal/mol
molecular weight = 98.10 g mol⁻¹
charge = 0
HOMO (spin up / spin down) = -6.79 / -6.59 eV

***

Entry 6:
Molecular formula: C8H27O10S
Method: DFT, ωB97M-V/def2-TZVPD

```
46
C8H27O10S | the Open Molecules 2025 dataset | ωB97M-V/def2-TZVPD
O 0.967 0.734 1.642
C 0.456 0.885 0.556
C 1.269 1.488 -0.626
S 1.829 0.079 -1.622
C -0.983 0.572 0.205
C -1.790 1.665 0.022
C -3.105 1.468 -0.315
C -3.542 0.191 -0.480
C -2.750 -0.903 -0.311
C -1.436 -0.716 0.043
H 0.580 2.055 -1.251
H 2.072 2.146 -0.304
H 1.516 0.335 -2.908
H 3.197 0.137 -1.542
H -1.379 2.658 0.164
H -3.728 2.337 -0.466
H -4.576 0.047 -0.754
H -3.092 -1.913 -0.469
H -0.753 -1.544 0.183
O -2.398 -2.001 3.168
H -1.587 -2.422 3.479
H -2.084 -1.343 2.536
O -5.590 1.422 -2.570
H -6.270 0.739 -2.535
H -4.818 0.970 -2.924
O 3.954 1.013 -3.571
H 4.845 1.143 -3.218
H 4.094 0.469 -4.355
O 5.144 0.240 -0.623
H 5.135 0.887 0.094
H 5.160 -0.613 -0.168
O -0.068 -0.871 4.382
H -0.961 -0.512 4.440
H 0.223 -0.583 3.509
O -5.611 -2.105 0.125
H -5.633 -1.469 0.849
H -5.613 -2.958 0.571
O -5.350 -2.469 3.887
H -5.344 -2.189 4.806
H -4.442 -2.338 3.588
O 6.307 2.580 -2.004
H 6.307 3.245 -1.308
H 6.313 1.734 -1.544
O 7.474 -1.507 -0.685
H 8.283 -1.921 -0.368
H 7.779 -0.865 -1.333
```

molecular weight = 315.36 g mol⁻¹
charge = +1
HOMO = -12.88 eV